Entry 1:
16
Properties=species:S:1:pos:R:3:lowdin_charge:R:1 method="wB97M-V/def2-TZVPD" fmax_ev_per_a=3.40 homo_ev="1.55 / -7.51" relative_energy_kcal_mol=20.7 e_tot_ha=-159.497100 s2=0.750 total_charge=-1 multiplicity=2 gap_ha="0.106 / 0.442"
C -2.25 -0.80 -0.68 -0.3626
C -1.58 -0.38 -1.94 -0.3190
H -2.67 -1.83 -0.53 0.0418
H -1.59 -0.59 0.25 0.0502
H -3.19 -0.28 -0.45 0.0329
H -2.01 -0.83 -2.79 0.0200
H -1.65 0.69 -2.11 0.0352
H -0.49 -0.58 -1.84 0.0407
C 2.42 0.82 0.62 -0.2946
C 1.49 0.32 1.85 -0.3257
H 1.97 1.60 -0.04 0.0336
H 3.21 1.20 1.19 -0.0076
H 2.65 -0.03 0.00 0.0055
H 0.43 0.00 1.52 0.0411
H 1.80 -0.50 2.46 0.0068
H 1.46 1.19 2.46 0.0016


Entry 2:
114
Properties=species:S:1:pos:R:3:lowdin_charge:R:1 method="wB97M-V/def2-TZVPD" fmax_ev_per_a=0.84 homo_ev=-10.23 relative_energy_kcal_mol=0.0 e_tot_ha=-3689.807894 total_charge=+1 gap_ha=0.290
Pt -0.31 0.01 0.43 0.7148
O -1.32 -1.29 3.30 -0.4315
S -1.03 -1.61 1.90 0.7833
C -0.13 -3.16 1.90 -0.3041
C -0.48 -3.95 2.97 -0.0497
C -0.05 -5.28 3.10 0.0122
C 0.71 -5.81 2.10 -0.1386
C 1.28 -7.19 1.91 -0.0889
C 2.05 -7.13 0.57 -0.0892
C 1.89 -5.70 0.10 -0.1426
C 2.38 -5.06 -1.00 0.0060
C 2.12 -3.68 -1.13 -0.0585
C 1.35 -2.96 -0.24 -0.2804
P 1.47 -1.15 -0.36 0.9403
C 1.94 -0.81 -2.07 -0.3721
C 1.03 -1.15 -3.08 -0.0929
C 1.31 -0.84 -4.40 -0.0591
C 2.49 -0.18 -4.72 -0.0621
C 3.39 0.16 -3.73 -0.0559
C 3.12 -0.16 -2.40 -0.0573
C 2.89 -0.74 0.69 -0.3311
C 3.74 -1.70 1.21 -0.0616
C 4.80 -1.33 2.02 -0.0656
C 5.02 0.01 2.31 -0.0672
C 4.18 0.98 1.79 -0.0593
C 3.11 0.61 0.98 -0.0873
C 0.75 -3.63 0.87 -0.1288
C 1.10 -4.98 1.02 -0.0798
C -2.58 -2.08 1.16 -0.2815
C -2.85 -3.38 0.80 -0.0328
C -4.15 -3.83 0.53 0.0061
C -5.19 -2.97 0.74 -0.1370
C -6.69 -3.17 0.69 -0.0893
C -7.29 -1.78 1.01 -0.0893
C -6.10 -0.89 1.27 -0.1390
C -6.01 0.43 1.63 0.0072
C -4.73 1.01 1.67 -0.0623
C -3.56 0.33 1.42 -0.2728
P -2.10 1.38 1.07 0.9890
C -1.95 2.46 2.53 -0.3286
C -1.35 1.96 3.68 -0.0739
C -1.27 2.75 4.82 -0.0623
C -1.80 4.03 4.82 -0.0686
C -2.40 4.53 3.68 -0.0667
C -2.48 3.75 2.53 -0.0919
C -2.64 2.48 -0.28 -0.3620
C -1.85 3.61 -0.53 -0.1191
C -2.11 4.42 -1.61 -0.0535
C -3.15 4.11 -2.48 -0.0635
C -3.93 2.99 -2.24 -0.0572
C -3.68 2.17 -1.15 -0.0612
C -3.62 -1.09 1.21 -0.1282
C -4.91 -1.62 1.08 -0.0806
H -1.14 -3.53 3.72 0.1182
H -0.35 -5.87 3.96 0.1245
H 0.48 -7.94 1.89 0.1245
H 1.93 -7.45 2.74 0.1255
H 1.65 -7.83 -0.17 0.1248
H 3.11 -7.38 0.69 0.1246
H 2.99 -5.57 -1.74 0.1229
H 2.58 -3.16 -1.96 0.1094
H 0.10 -1.63 -2.82 0.1223
H 0.60 -1.11 -5.17 0.1126
H 2.70 0.07 -5.75 0.1073
H 4.31 0.68 -3.98 0.1126
H 3.83 0.12 -1.63 0.1115
H 3.58 -2.75 0.99 0.1030
H 5.46 -2.09 2.43 0.1090
H 5.85 0.30 2.94 0.1095
H 4.35 2.03 2.01 0.1113
H 2.45 1.37 0.58 0.0860
H -2.04 -4.10 0.78 0.1095
H -4.31 -4.86 0.25 0.1212
H -6.98 -3.91 1.44 0.1248
H -7.01 -3.56 -0.27 0.1231
H -7.96 -1.81 1.86 0.1236
H -7.87 -1.39 0.16 0.1239
H -6.89 1.03 1.83 0.1221
H -4.67 2.08 1.86 0.1134
H -0.94 0.96 3.69 0.0781
H -0.80 2.35 5.71 0.1108
H -1.74 4.64 5.71 0.1091
H -2.81 5.53 3.67 0.1095
H -2.96 4.15 1.65 0.1005
H -1.02 3.84 0.13 0.1239
H -1.49 5.29 -1.79 0.1183
H -3.35 4.75 -3.33 0.1094
H -4.74 2.74 -2.92 0.1093
H -4.28 1.29 -1.00 0.1087
C 0.31 5.61 -6.40 -0.0442
C 0.48 4.08 -6.38 -0.5606
C 1.70 3.70 -7.23 -0.0427
C -0.76 3.46 -7.02 -0.0664
C 0.69 3.61 -4.94 -0.1628
C 1.78 4.11 -4.21 -0.0250
C 2.05 3.73 -2.91 0.0291
C 1.20 2.81 -2.34 -0.2057
O 1.22 2.24 -1.08 0.0953
B 0.13 1.36 -1.04 -0.7823
O -0.56 1.42 -2.25 0.1146
C 0.12 2.31 -3.04 -0.2028
C -0.16 2.69 -4.33 0.0656
H 0.08 5.95 -7.41 0.0871
H 1.22 6.12 -6.07 0.0785
H -0.51 5.91 -5.74 0.0882
H 1.58 4.06 -8.25 0.0883
H 1.82 2.61 -7.26 0.0830
H 2.62 4.12 -6.83 0.0780
H -0.86 3.81 -8.04 0.0883
H -1.67 3.73 -6.48 0.0854
H -0.69 2.37 -7.04 0.0842
H 2.44 4.83 -4.68 0.1094
H 2.90 4.13 -2.36 0.1241
H -1.02 2.27 -4.84 0.1205


Entry 3:
77
Properties=species:S:1:pos:R:3:lowdin_charge:R:1 method="wB97M-V/def2-TZVPD" fmax_ev_per_a=2.41 homo_ev=-19.12 e_tot_ha=-2590.193844 total_charge=+4 gap_ha=0.073
Y -2.49 -1.94 -0.20 2.0329
Al -1.76 3.66 0.06 1.1227
S -0.11 -0.18 -0.03 0.3473
O -0.18 1.25 -0.13 -0.3614
O -0.70 -0.91 -1.22 -0.4109
O 1.24 -0.68 0.26 -0.3205
O -1.11 -0.71 0.98 -0.4648
C -1.10 0.27 -4.67 -0.1914
C 0.30 0.57 -4.03 -0.2180
O 0.94 1.62 -4.67 0.0488
O -1.92 1.40 -4.68 0.0228
H -1.61 -0.55 -4.13 0.0963
H -0.96 -0.05 -5.70 0.1440
H 0.88 -0.36 -4.10 0.1326
H 0.16 0.86 -2.98 0.0961
H 1.17 1.37 -5.58 0.1392
H -2.24 1.55 -3.78 0.0971
C 1.76 0.10 3.85 -0.1658
C 0.87 -1.19 3.63 -0.1494
O 1.44 -2.05 2.71 0.0497
O 2.95 -0.22 4.47 0.1149
H 1.24 0.86 4.43 0.1510
H 1.95 0.50 2.84 0.1066
H -0.15 -0.87 3.37 0.1149
H 0.79 -1.76 4.56 0.1571
H 1.23 -1.68 1.83 0.0480
H 3.50 -0.73 3.86 0.1326
C 1.10 4.66 2.53 -0.2060
C 1.70 3.60 1.67 -0.2147
O 1.25 3.76 0.33 -0.0882
O -0.32 4.72 2.43 -0.1070
H 1.48 5.65 2.22 0.1607
H 1.53 4.55 3.54 0.1482
H 1.25 2.63 1.98 0.1202
H 2.78 3.63 1.77 0.1409
H 1.63 3.05 -0.20 0.0685
H -0.59 5.47 2.99 0.1230
C -2.27 1.78 3.67 -0.2129
C -3.50 2.57 3.38 -0.2554
O -3.14 3.87 2.97 -0.1017
O -1.50 1.72 2.47 -0.1525
H -2.53 0.81 4.10 0.1328
H -1.73 2.33 4.45 0.1364
H -4.20 2.58 4.22 0.1444
H -4.11 2.08 2.60 0.1206
H -3.80 4.51 3.25 0.1185
H -1.03 0.88 2.42 0.0174
C 4.43 0.31 1.02 -0.1527
C 4.61 1.05 -0.38 -0.1020
O 3.37 1.43 -0.85 0.0589
O 3.94 -0.95 0.92 0.1111
H 3.77 0.96 1.60 0.1252
H 5.38 0.33 1.57 0.1736
H 5.16 0.39 -1.07 0.1687
H 5.19 1.95 -0.19 0.1570
H 2.81 0.65 -0.93 0.0989
H 2.97 -0.96 0.88 0.0585
C -4.94 -3.09 -2.01 -0.1386
C -3.80 -3.28 -2.94 -0.1136
O -2.75 -2.36 -2.48 -0.1790
O -4.43 -3.29 -0.63 -0.1495
H -5.77 -3.75 -2.24 0.1650
H -5.32 -2.07 -2.05 0.1426
H -4.05 -3.15 -3.99 0.1657
H -3.40 -4.30 -2.86 0.1448
H -2.15 -2.16 -3.22 0.1018
H -5.21 -3.17 -0.07 0.1420
C 1.42 -3.28 -2.50 -0.2471
C 0.96 -4.66 -2.77 -0.1822
O -0.48 -4.69 -2.61 -0.0943
O 1.67 -3.15 -1.11 -0.0446
H 0.63 -2.56 -2.78 0.0914
H 2.28 -3.02 -3.13 0.1393
H 1.41 -5.32 -2.02 0.1408
H 1.17 -5.02 -3.77 0.1370
H -0.74 -5.54 -2.25 0.0907
H 1.78 -2.23 -0.89 0.0253


Entry 4:
9
Properties=species:S:1:pos:R:3:lowdin_charge:R:1 method="wB97M-V/def2-TZVPD" fmax_ev_per_a=1.56 homo_ev=-8.77 relative_energy_kcal_mol=89.3 e_tot_ha=-192.651863 total_charge=0 gap_ha=0.313
C 1.20 0.52 -0.50 -0.0586
C -0.11 0.37 0.14 -0.1625
C -1.35 0.64 0.37 -0.0435
C -2.39 -0.55 0.26 0.0363
C -1.13 -1.02 0.48 -0.1500
H 2.03 0.23 0.15 0.0835
H 1.34 1.56 -0.83 0.0923
H 1.22 -0.12 -1.40 0.1007
H -0.80 -1.64 1.32 0.1018


Entry 5:
136
Properties=species:S:1:pos:R:3:lowdin_charge:R:1 method="wB97M-V/def2-TZVPD" fmax_ev_per_a=9.13 homo_ev=-9.02 e_tot_ha=-9076.863738 total_charge=0 gap_ha=0.255
C 0.14 5.21 -2.80 -0.0750
C -0.83 4.03 -3.16 -0.2293
N -1.60 3.51 -1.96 0.0136
C -1.67 2.09 -2.12 -0.1666
C -2.53 1.43 -2.95 -0.0928
S -3.74 2.30 -3.99 0.7400
O -4.82 1.38 -4.28 -0.2876
O -3.04 2.69 -5.20 -0.2604
F -4.41 3.57 -3.22 -0.1797
C -2.49 -0.14 -3.02 -0.3246
O -2.73 -0.76 -4.02 0.0883
C -2.12 -0.81 -1.66 -0.0523
C -2.66 -2.10 -1.27 -0.3118
P -3.81 -3.12 -2.35 0.5906
O -4.41 -4.36 -1.36 -0.3880
Br -5.59 -1.90 -2.98 0.3277
C -2.29 -2.63 0.03 -0.0271
C -1.37 -1.97 0.98 -0.1610
C -1.13 -2.75 2.30 -0.7425
I 0.93 -2.83 2.98 0.8899
C -2.19 -2.40 3.46 -0.7435
C -3.67 -2.58 2.98 -0.1912
I -1.88 -3.98 4.97 0.7692
C -0.84 -0.67 0.57 -0.0736
C 0.10 0.16 1.49 -0.1661
C -0.56 0.58 2.88 -0.0992
C -2.03 1.03 2.68 -0.4479
N -2.23 2.22 1.82 0.1074
O -3.01 0.54 3.18 0.0779
C -1.19 -0.11 -0.75 0.0075
C -0.64 1.22 -1.30 -0.2519
O 0.48 1.63 -1.22 0.1355
H 0.16 5.90 -3.69 0.0736
H -0.30 5.73 -1.91 0.0756
H 1.19 4.88 -2.62 0.0750
H -0.25 3.14 -3.54 0.1195
H -1.52 4.30 -4.01 0.1050
H -2.52 3.95 -1.90 0.1054
H -5.15 -4.00 -0.82 0.0497
H -2.74 -3.61 0.32 0.1043
H -1.37 -3.82 2.07 0.0566
H -1.97 -1.46 3.99 0.0403
H -3.81 -3.63 2.59 0.0726
H -3.99 -1.87 2.18 0.0770
H -4.33 -2.52 3.88 0.0724
H 0.32 1.14 1.00 0.1004
H 1.11 -0.30 1.64 0.0658
H 0.01 1.50 3.19 0.1329
H -0.40 -0.16 3.69 0.0753
H -2.30 3.00 2.49 0.0953
H -3.11 2.12 1.32 0.0836
C -9.12 0.81 1.06 -0.1241
O -8.10 0.17 1.82 -0.2654
P -8.61 -1.01 2.93 0.6511
O -9.53 -0.09 3.70 -0.2704
O -7.13 -1.07 3.59 -0.2700
C -6.53 0.14 4.04 -0.1088
O -9.03 -2.40 3.79 -0.2434
C -10.37 -2.87 3.58 -0.1324
H -8.66 1.26 0.18 0.0846
H -9.87 0.09 0.73 0.0804
H -9.58 1.60 1.65 0.0871
H -7.28 0.90 4.30 0.0866
H -5.88 0.53 3.26 0.0733
H -5.93 -0.07 4.92 0.0923
H -10.63 -2.83 2.52 0.0776
H -11.07 -2.27 4.15 0.0852
H -10.42 -3.90 3.92 0.0854
C -2.66 -10.08 -1.12 -0.1267
O -1.32 -9.65 -0.91 -0.2641
P -0.90 -8.14 -1.56 0.6549
O -1.26 -8.50 -2.99 -0.2704
O 0.67 -8.42 -1.26 -0.2596
C 1.26 -9.61 -1.75 -0.1122
O -0.54 -6.53 -1.90 -0.2353
C -1.66 -5.71 -2.26 -0.1572
H -2.89 -10.86 -0.38 0.0842
H -3.36 -9.26 -0.99 0.0792
H -2.76 -10.51 -2.12 0.0866
H 0.74 -9.99 -2.63 0.0858
H 1.25 -10.37 -0.96 0.0846
H 2.29 -9.40 -2.02 0.0899
H -2.51 -5.91 -1.61 0.0578
H -1.93 -5.89 -3.30 0.0901
H -1.37 -4.66 -2.15 0.0608
C 8.01 -1.13 -0.43 -0.1236
O 6.84 -0.32 -0.37 -0.2606
P 6.15 -0.09 1.17 0.6832
O 5.96 -1.58 1.41 -0.2722
O 4.81 0.55 0.52 -0.2573
C 4.14 -0.17 -0.51 -0.0931
O 5.59 0.32 2.72 -0.2934
C 6.45 -0.05 3.79 -0.1122
H 8.53 -0.91 -1.36 0.0859
H 8.68 -0.91 0.41 0.0806
H 7.73 -2.18 -0.41 0.0870
H 4.32 -1.24 -0.45 0.0896
H 4.47 0.20 -1.49 0.0865
H 3.07 0.01 -0.42 0.0787
H 7.49 0.18 3.55 0.0824
H 6.35 -1.11 4.01 0.0851
H 6.16 0.52 4.68 0.0913
C 2.70 6.66 3.24 -0.1278
O 2.99 5.29 3.52 -0.2654
P 4.33 4.99 4.52 0.6510
O 5.33 5.71 3.64 -0.2724
O 4.26 3.41 4.18 -0.2592
C 4.27 3.00 2.81 -0.0980
O 5.43 4.66 5.76 -0.2477
C 5.88 5.80 6.50 -0.1358
H 1.67 6.73 2.90 0.0832
H 2.83 7.27 4.13 0.0790
H 3.36 7.02 2.44 0.0874
H 4.76 3.73 2.16 0.0932
H 3.24 2.84 2.47 0.0873
H 4.81 2.05 2.74 0.0480
H 5.05 6.47 6.72 0.0771
H 6.65 6.32 5.92 0.0842
H 6.32 5.45 7.43 0.0844
C 4.73 4.92 -7.77 -0.1256
O 5.67 4.23 -6.96 -0.2629
P 5.04 3.17 -5.80 0.6537
O 4.21 4.22 -5.09 -0.2756
O 6.50 3.00 -5.11 -0.2596
C 7.21 4.17 -4.72 -0.1109
O 4.48 1.87 -4.87 -0.2437
C 3.10 1.53 -5.07 -0.1292
H 5.24 5.28 -8.66 0.0848
H 3.91 4.27 -8.06 0.0802
H 4.34 5.78 -7.22 0.0864
H 6.54 5.01 -4.51 0.0861
H 7.91 4.46 -5.51 0.0849
H 7.77 3.95 -3.81 0.0899
H 2.86 1.53 -6.14 0.0796
H 2.46 2.23 -4.54 0.0758
H 2.94 0.53 -4.68 0.0858


Entry 6:
8
Properties=species:S:1:pos:R:3:lowdin_charge:R:1 method="wB97M-V/def2-TZVPD" fmax_ev_per_a=2.65 homo_ev=-6.86 relative_energy_kcal_mol=45.5 e_tot_ha=-1875.785093 total_charge=0 gap_ha=0.240
O 0.08 0.14 1.76 0.0781
C 0.26 0.91 0.89 -0.2524
C 0.48 1.57 -0.22 0.0336
O -0.12 -2.37 -0.71 -0.9957
Li -1.46 -2.11 -1.71 0.6295
Cu -0.41 -1.99 1.23 0.3613
H 1.52 1.74 -0.54 0.0761
H -0.34 2.10 -0.69 0.0694